(1)
Below is C50H52AsBrN5OSSn as an isolated structure, with properties calculated with wB97M-V/def2-TZVPD.

Results
2S+1	1
charge	-1
E	-7707.93244	Ha

CARTESIAN COORDINATES (ANGSTROEM)
Sn: 0.534 0.397 -0.267
S: -2.273 0.675 -2.596
C: -1.801 2.274 -2.246
C: -2.671 3.361 -2.526
C: -2.263 4.651 -2.294
C: -0.975 4.879 -1.799
C: -0.188 3.779 -1.533
N: -0.572 2.513 -1.724
H: -3.649 3.138 -2.928
H: -2.925 5.485 -2.499
H: -0.605 5.879 -1.618
H: 0.813 3.905 -1.131
O: -2.757 -5.374 -2.506
C: -1.863 -4.486 -2.002
C: -1.659 -3.235 -2.567
C: -0.742 -2.386 -1.980
N: -0.071 -2.692 -0.868
C: -0.267 -3.893 -0.363
Br: 0.715 -4.342 1.193
C: -1.125 -4.847 -0.882
H: -3.223 -4.963 -3.242
H: -2.219 -2.911 -3.436
H: -0.562 -1.405 -2.400
H: -1.223 -5.824 -0.432
C: 3.127 -3.938 -1.588
C: 3.151 -2.411 -1.607
C: 4.532 -1.924 -1.146
C: 2.796 -1.815 -2.952
C: 2.924 -2.547 -4.125
C: 2.671 -1.971 -5.360
C: 2.252 -0.657 -5.433
C: 2.081 0.109 -4.285
C: 1.571 1.534 -4.400
C: 0.249 1.595 -5.169
C: 2.613 2.444 -5.062
C: 2.378 -0.474 -3.042
N: 2.270 0.300 -1.861
C: 3.085 1.295 -1.699
C: 2.991 2.205 -0.641
C: 3.823 3.299 -0.366
C: 3.285 3.916 0.749
C: 2.137 3.180 1.113
N: 1.965 2.148 0.279
C: 1.241 3.537 2.273
C: 2.070 3.436 3.565
C: 0.064 2.583 2.383
C: 0.730 4.973 2.092
H: 3.183 -4.281 -0.556
H: 3.981 -4.348 -2.132
H: 2.207 -4.328 -2.028
H: 2.422 -2.047 -0.880
H: 5.309 -2.248 -1.844
H: 4.744 -2.334 -0.158
H: 4.561 -0.839 -1.064
H: 3.242 -3.579 -4.080
H: 2.804 -2.554 -6.264
H: 2.064 -0.216 -6.404
H: 1.371 1.916 -3.400
H: 0.360 1.217 -6.188
H: -0.097 2.629 -5.225
H: -0.517 1.012 -4.655
H: 2.762 2.166 -6.107
H: 3.575 2.383 -4.551
H: 2.272 3.480 -5.025
H: 3.892 1.448 -2.418
H: 4.693 3.591 -0.933
H: 3.674 4.791 1.245
H: 2.428 2.412 3.683
H: 1.458 3.697 4.432
H: 2.932 4.103 3.525
H: 0.441 1.574 2.550
H: -0.538 2.585 1.470
H: -0.584 2.857 3.218
H: 1.559 5.682 2.071
H: 0.062 5.239 2.915
H: 0.179 5.063 1.154
N: 2.593 -1.118 2.092
C: 1.905 -0.669 1.277
C: -4.000 1.206 6.111
C: -4.658 0.714 4.995
C: -3.935 0.222 3.916
C: -2.545 0.215 3.937
C: -1.895 0.717 5.063
C: -2.613 1.201 6.144
As: -1.393 -0.570 2.537
C: -1.093 -2.182 3.610
C: 0.194 -2.377 4.103
C: 0.471 -3.440 4.949
C: -0.530 -4.336 5.292
C: -1.818 -4.144 4.809
C: -2.102 -3.061 3.993
C: -2.825 -1.081 1.329
C: -3.562 -0.033 0.779
C: -4.602 -0.275 -0.099
C: -4.892 -1.578 -0.478
C: -4.145 -2.627 0.033
C: -3.122 -2.380 0.938
H: -4.566 1.589 6.952
H: -5.741 0.701 4.960
H: -4.465 -0.152 3.050
H: -0.809 0.719 5.086
H: -2.091 1.570 7.019
H: 0.992 -1.716 3.787
H: 1.476 -3.571 5.332
H: -0.308 -5.184 5.929
H: -2.604 -4.843 5.070
H: -3.115 -2.905 3.638
H: -3.310 0.989 1.048
H: -5.172 0.551 -0.501
H: -5.692 -1.771 -1.182
H: -4.355 -3.645 -0.277
H: -2.545 -3.206 1.337

Force components x, y, z for each atom (eV/Å):
Sn -0.158 0.186 -0.036
S -0.161 -0.455 -0.088
C 0.140 0.057 -0.074
C 0.065 0.151 0.150
C 0.064 -0.095 -0.017
C -0.002 0.116 0.026
C 0.055 0.105 0.088
N 0.043 0.226 -0.156
H 0.003 -0.015 0.007
H -0.014 -0.021 -0.030
H 0.031 -0.007 0.010
H -0.004 0.033 -0.025
O -0.023 -0.127 0.077
C 0.181 0.178 0.068
C -0.074 0.006 -0.105
C -0.077 -0.064 0.040
N 0.217 -0.077 0.121
C -0.044 0.000 -0.174
Br -0.026 0.026 0.087
C -0.108 -0.052 -0.066
H 0.006 0.023 -0.041
H 0.028 0.024 -0.030
H -0.109 0.058 -0.050
H -0.056 0.008 0.022
C -0.090 0.178 0.005
C 0.171 0.033 -0.009
C -0.157 -0.012 0.061
C -0.068 0.070 0.113
C 0.038 -0.006 -0.011
C 0.000 0.003 0.005
C 0.069 -0.045 -0.082
C -0.088 0.086 0.253
C 0.011 0.051 -0.201
C 0.035 -0.040 0.133
C -0.075 -0.044 0.147
C 0.075 -0.251 -0.505
N -0.248 0.202 0.575
C 0.027 -0.251 -0.157
C 0.167 0.334 0.141
C -0.049 -0.102 -0.129
C 0.060 0.005 -0.040
C 0.064 0.167 0.015
N -0.184 -0.193 -0.199
C -0.056 0.061 0.146
C -0.080 -0.044 -0.129
C 0.167 -0.019 -0.201
C 0.036 -0.112 -0.030
H 0.038 -0.049 0.000
H -0.021 -0.058 -0.022
H 0.001 -0.050 0.014
H 0.007 -0.067 0.015
H -0.003 -0.005 -0.014
H 0.061 0.023 0.017
H 0.057 0.015 0.010
H 0.005 -0.007 0.030
H -0.026 0.003 -0.018
H -0.077 0.037 0.016
H -0.024 -0.024 -0.035
H 0.017 0.021 -0.044
H -0.030 0.011 0.001
H -0.028 0.035 -0.042
H 0.039 -0.005 -0.022
H 0.053 0.029 -0.034
H 0.014 0.027 -0.052
H -0.013 -0.024 -0.018
H 0.028 -0.015 0.009
H -0.063 0.015 0.048
H 0.057 0.006 0.063
H -0.003 0.027 0.016
H 0.021 0.009 0.056
H -0.091 -0.049 0.031
H -0.042 0.013 0.008
H -0.001 -0.017 0.027
H -0.011 0.046 0.003
H 0.004 0.023 0.021
H -0.034 0.030 0.007
N -0.024 -0.018 0.031
C 0.463 -0.037 0.031
C -0.049 -0.012 0.025
C 0.004 0.013 0.018
C 0.001 -0.007 -0.052
C -0.011 0.095 0.076
C 0.081 -0.007 -0.151
C 0.035 0.028 0.065
As -0.291 -0.175 0.361
C 0.045 -0.102 0.040
C -0.001 0.121 -0.157
C -0.003 -0.068 0.072
C 0.059 0.011 -0.012
C -0.071 -0.042 0.003
C -0.086 0.009 -0.122
C -0.124 -0.061 -0.141
C 0.111 0.074 0.039
C -0.019 -0.033 -0.013
C -0.090 0.003 0.015
C 0.009 -0.030 -0.068
C 0.187 -0.104 0.066
H 0.007 -0.008 0.015
H -0.009 0.030 0.007
H -0.023 -0.045 0.054
H -0.004 -0.003 0.079
H 0.016 0.035 -0.013
H 0.043 0.001 0.020
H 0.025 -0.022 -0.034
H -0.010 0.008 0.021
H -0.013 0.020 0.024
H 0.007 -0.013 0.044
H -0.053 0.005 -0.056
H 0.057 0.017 -0.076
H 0.002 0.002 -0.004
H 0.006 -0.010 0.024
H -0.013 -0.027 -0.027

---

(2)
Below is C50H52ClN4O4STi as an isolated structure at a distorted geometry, with properties calculated with wB97M-V/def2-TZVPD.

Results
2S+1	1
charge	-1
E	-4164.60436	Ha

CARTESIAN COORDINATES (ANGSTROEM)
Ti: 0.441 -0.368 0.061
C: 3.575 -4.065 4.236
C: 2.376 -4.462 3.370
C: 1.553 -3.277 2.986
C: 0.428 -2.801 3.594
C: -0.273 -3.351 4.793
C: 0.255 -2.735 6.091
C: 0.045 -1.614 2.874
C: -0.874 -0.689 3.298
C: -1.154 0.499 2.617
C: -2.072 1.486 3.039
C: -2.836 1.482 4.321
C: -4.100 0.628 4.177
C: -2.238 2.350 1.961
C: -1.420 1.858 0.931
C: -1.630 2.107 -0.500
C: -0.456 2.159 -1.354
N: 0.596 1.336 -1.130
C: 1.396 1.455 -2.257
C: 2.644 0.844 -2.375
C: 3.181 -0.013 -1.448
N: 2.516 -0.525 -0.344
C: 3.326 -1.507 0.146
C: 3.006 -2.413 1.145
C: 1.836 -2.384 1.887
N: 0.885 -1.414 1.791
C: 4.582 -1.534 -0.568
C: 4.488 -0.606 -1.562
C: 5.501 -0.236 -2.595
C: 6.249 1.051 -2.236
C: 5.737 -2.419 -0.231
C: 6.544 -1.879 0.953
C: 0.799 2.328 -3.195
C: -0.382 2.777 -2.612
C: -1.379 3.727 -3.194
C: -1.051 5.178 -2.838
C: 1.310 2.648 -4.561
C: 2.400 3.719 -4.534
N: -0.705 0.774 1.336
C: -3.022 3.621 1.927
C: -2.102 4.799 2.262
H: 4.186 -4.935 4.478
H: 3.236 -3.613 5.166
H: 4.192 -3.334 3.717
H: 1.755 -5.167 3.928
H: 2.732 -4.971 2.472
H: -0.129 -4.435 4.830
H: -1.345 -3.163 4.709
H: 1.309 -2.964 6.219
H: -0.287 -3.124 6.952
H: 0.147 -1.654 6.064
H: -1.428 -0.883 4.204
H: -3.119 2.502 4.586
H: -2.214 1.085 5.127
H: -4.741 1.031 3.396
H: -4.655 0.602 5.112
H: -3.840 -0.388 3.892
H: -2.338 2.907 -0.692
H: 3.220 1.063 -3.262
H: 3.720 -3.193 1.360
H: 5.009 -0.098 -3.560
H: 6.220 -1.050 -2.706
H: 5.546 1.871 -2.095
H: 6.948 1.317 -3.029
H: 6.810 0.925 -1.312
H: 6.394 -2.505 -1.099
H: 5.378 -3.422 0.010
H: 6.936 -0.890 0.726
H: 7.380 -2.540 1.177
H: 5.914 -1.795 1.835
H: -2.382 3.480 -2.841
H: -1.387 3.622 -4.281
H: -1.056 5.312 -1.758
H: -1.774 5.859 -3.285
H: -0.059 5.428 -3.207
H: 0.481 2.995 -5.182
H: 1.710 1.739 -5.016
H: 1.999 4.661 -4.169
H: 2.804 3.879 -5.532
H: 3.207 3.419 -3.869
H: -3.842 3.574 2.647
H: -3.464 3.769 0.940
H: -1.633 4.635 3.231
H: -2.649 5.742 2.292
H: -1.314 4.876 1.516
O: -4.151 -3.134 0.075
C: -3.703 -2.065 -0.319
O: -2.510 -1.836 -0.708
C: -4.591 -0.842 -0.387
C: -5.956 -0.876 -0.155
C: -6.709 0.278 -0.270
C: -6.090 1.470 -0.615
C: -4.728 1.517 -0.833
C: -3.962 0.364 -0.696
S: -2.244 0.286 -1.011
H: -6.411 -1.820 0.109
H: -7.777 0.256 -0.110
H: -6.684 2.366 -0.734
H: -4.271 2.448 -1.126
Cl: -4.418 -1.325 -5.701
C: -3.077 -1.704 -4.677
C: -2.129 -0.728 -4.423
C: -1.074 -1.021 -3.578
C: -0.978 -2.285 -3.007
C: -1.922 -3.261 -3.296
C: -2.983 -2.974 -4.133
C: 0.060 -2.590 -1.963
O: 0.662 -3.644 -1.925
O: 0.227 -1.632 -1.108
H: -2.234 0.259 -4.842
H: -0.329 -0.268 -3.354
H: -1.831 -4.228 -2.823
H: -3.743 -3.713 -4.342

Force components x, y, z for each atom (eV/Å):
Ti 0.952 1.319 1.036
C -0.058 -0.135 -0.057
C 0.103 0.198 0.079
C -0.521 -0.053 0.155
C 0.308 -0.151 -0.373
C 0.116 0.136 0.032
C -0.101 -0.089 -0.070
C -0.951 0.570 0.900
C 0.703 -0.567 -0.399
C -0.356 0.518 0.484
C 0.477 -0.433 -0.232
C -0.053 -0.201 -0.176
C 0.068 0.126 0.138
C 0.314 -0.076 -0.347
C -0.374 0.443 0.314
C -0.479 -0.848 -0.085
C -0.135 0.290 -0.371
N -0.010 0.143 -0.082
C -0.200 0.379 -0.495
C 0.368 -0.642 0.722
C -0.049 0.811 -0.904
N -0.447 -0.169 0.427
C -0.129 -0.010 0.156
C -0.229 0.030 -0.136
C 0.498 0.033 -0.023
N 0.119 0.009 -0.561
C 0.155 0.220 -0.496
C -0.025 -0.487 0.249
C 0.016 0.101 0.172
C -0.005 -0.102 -0.094
C -0.015 0.177 0.096
C -0.006 -0.145 -0.111
C 0.097 -0.453 0.418
C -0.029 -0.109 0.267
C 0.176 0.052 0.158
C -0.172 -0.145 -0.115
C 0.186 0.106 0.204
C -0.088 -0.071 -0.144
N -0.233 0.214 0.324
C 0.228 -0.019 0.046
C -0.263 0.013 -0.014
H 0.081 -0.015 0.030
H 0.022 0.048 0.070
H 0.101 0.060 -0.006
H -0.006 -0.054 -0.095
H -0.053 -0.082 -0.016
H -0.090 0.029 -0.055
H -0.004 -0.079 -0.023
H 0.120 0.009 0.038
H -0.044 0.011 0.107
H 0.002 0.122 0.066
H -0.018 -0.073 0.101
H 0.071 0.034 0.104
H -0.025 0.103 0.066
H -0.078 0.015 -0.071
H -0.155 -0.048 0.098
H -0.015 -0.115 -0.032
H 0.094 0.003 -0.015
H 0.103 0.016 -0.027
H 0.024 -0.020 0.029
H 0.013 -0.100 -0.037
H -0.024 -0.030 -0.080
H -0.011 0.074 0.007
H 0.049 0.080 -0.014
H 0.029 0.009 0.085
H -0.035 -0.084 -0.026
H 0.025 -0.055 -0.093
H 0.043 0.104 -0.003
H 0.074 -0.017 0.094
H -0.035 0.019 0.116
H -0.068 -0.048 -0.058
H -0.091 -0.048 -0.022
H 0.019 0.060 0.092
H -0.027 0.135 0.007
H 0.098 0.112 0.008
H 0.030 -0.103 -0.060
H -0.047 -0.015 -0.105
H 0.002 0.114 0.062
H 0.107 0.080 -0.082
H 0.131 0.018 0.051
H -0.057 -0.002 -0.057
H -0.119 0.022 0.002
H 0.066 0.038 0.061
H -0.021 0.112 0.007
H 0.106 0.024 -0.042
O -0.324 -0.328 0.157
C -0.078 -0.129 0.001
O -0.364 -0.186 0.020
C 0.335 0.088 0.077
C -0.022 -0.081 -0.026
C -0.118 -0.008 0.026
C -0.127 0.022 -0.031
C 0.177 0.110 0.051
C -0.270 -0.429 0.286
S 0.713 1.190 -0.398
H 0.039 -0.104 -0.007
H -0.086 -0.032 0.043
H 0.007 0.084 0.003
H 0.068 0.131 -0.029
Cl -0.328 0.097 -0.254
C 0.253 0.028 0.133
C 0.010 -0.088 -0.054
C 0.140 -0.348 0.048
C 0.140 0.063 0.067
C 0.197 0.040 -0.052
C 0.033 -0.032 0.027
C -0.243 -1.844 -1.505
O -0.316 0.619 0.189
O -0.005 -0.449 -0.110
H -0.035 0.113 -0.109
H -0.051 0.084 0.051
H -0.052 -0.044 0.027
H -0.040 -0.011 -0.007